No. 1
{"formula": "C58H59N6O2", "method": "ωB97M-V/def2-TZVPD", "mol_weight_g_mol": 872.2, "largest_force_ev_per_a": 5.7, "homo_energy_ha": -0.2766, "e_tot_ha": -2724.19734, "de_lowest_kcal_mol": 58.6, "lumo_ev": -4.70, "spin_multiplicity": 1, "charge": 1, "elements": ["C", "N", "C", "O", "C", "C", "C", "C", "C", "C", "C", "C", "N", "C", "C", "C", "C", "C", "C", "C", "C", "N", "C", "C", "C", "C", "C", "H", "H", "H", "H", "H", "H", "H", "H", "H", "H", "H", "H", "H", "H", "H", "H", "H", "H", "H", "H", "H", "H", "H", "H", "C", "C", "C", "C", "C", "C", "N", "C", "C", "C", "C", "C", "C", "C", "N", "N", "C", "C", "C", "C", "C", "C", "C", "C", "C", "C", "C", "O", "C", "C", "C", "C", "C", "C", "C", "C", "C", "C", "C", "H", "H", "H", "H", "H", "H", "H", "H", "H", "H", "H", "H", "H", "H", "H", "H", "H", "H", "H", "H", "H", "H", "H", "H", "H", "H", "H", "H", "H", "H", "H", "H", "H", "H", "H"], "positions_angstrom": [[-4.9378, -0.8219, 8.3461], [-3.8447, -0.4429, 7.4856], [-2.9002, 0.4346, 7.9321], [-2.9101, 1.0123, 9.0045], [-1.8507, 0.5499, 6.8179], [-0.4490, 0.1690, 7.3503], [0.0298, 1.0482, 8.5065], [0.5554, 0.4502, 9.6611], [0.9563, 1.2333, 10.7487], [0.8686, 2.6355, 10.6787], [0.3786, 3.2345, 9.5102], [-0.0416, 2.4499, 8.4260], [-2.4121, -0.2949, 5.7595], [-1.8534, -0.3207, 4.5306], [-2.2947, -1.1363, 3.4911], [-1.8139, -1.1986, 2.1643], [-2.4281, -2.0089, 1.1502], [-2.2973, -1.6684, -0.2265], [-3.0310, -2.3353, -1.1940], [-3.7989, -3.4540, -0.8221], [-4.5307, -4.2570, -1.7590], [-5.1396, -4.9813, -2.4454], [-3.8789, -3.8405, 0.5184], [-3.2574, -3.1045, 1.5084], [-3.6340, -1.0030, 6.1564], [-3.4476, -2.5235, 6.2800], [-4.8909, -0.7108, 5.3241], [-4.8284, -0.2860, 9.2966], [-5.8917, -0.5616, 7.8766], [-4.9251, -1.9035, 8.5184], [-1.8215, 1.5915, 6.4546], [-0.4873, -0.8781, 7.7050], [0.2886, 0.2113, 6.5241], [0.6061, -0.6472, 9.7046], [1.3232, 0.7474, 11.6547], [1.1737, 3.2467, 11.5336], [0.3062, 4.3246, 9.4406], [-0.4450, 2.9211, 7.5222], [-0.9944, 0.3448, 4.3930], [-3.1330, -1.7845, 3.7797], [-1.0232, -0.5148, 1.8277], [-1.6668, -0.8139, -0.4846], [-3.0204, -1.9759, -2.2235], [-4.4772, -4.7085, 0.7795], [-3.4134, -3.3469, 2.5596], [-2.7815, -2.7509, 7.1233], [-4.4295, -2.9951, 6.4395], [-2.9990, -2.9355, 5.3750], [-5.2425, 0.3081, 5.5336], [-4.6915, -0.7968, 4.2586], [-5.6633, -1.4404, 5.6086], [2.3192, 4.7161, 0.0836], [1.9222, 3.9051, -1.1129], [0.7512, 3.1517, -1.0672], [0.4545, 2.2278, -2.0769], [-0.8277, 1.4566, -1.9793], [1.4074, 2.0356, -3.0821], [1.1953, 0.9696, -4.0146], [0.3228, 1.0399, -5.0869], [-0.6956, 2.0660, -5.2782], [-1.9360, 1.6101, -5.7873], [-2.9748, 2.5152, -6.0026], [-2.7666, 3.8795, -5.7446], [-1.5449, 4.3465, -5.2348], [-0.4862, 3.4505, -5.0500], [0.5072, 0.0370, -5.9083], [1.5029, -0.7607, -5.3431], [2.1795, -1.6346, -6.2581], [2.7002, -1.0992, -7.4504], [2.4529, 0.3194, -7.8426], [3.4644, -1.9171, -8.2925], [3.6922, -3.2764, -8.0147], [4.4334, -4.1989, -8.9393], [3.1590, -3.7836, -6.8349], [2.3627, -3.0130, -5.9947], [1.7080, -3.7429, -4.8853], [1.9756, -0.1730, -4.1850], [2.2293, -0.9047, -2.9282], [1.5732, -1.9698, -2.6774], [2.9681, -0.2225, -1.7905], [4.3717, 0.2157, -1.8303], [2.2303, -0.2819, -0.5892], [1.0488, -1.0843, -0.3937], [0.9217, -1.7767, 0.7963], [1.4471, -1.1972, 1.9595], [2.3160, -0.1064, 1.8500], [2.7529, 0.3100, 0.5985], [2.5126, 2.8907, -3.2357], [3.4547, 2.8237, -4.4047], [2.7098, 3.8726, -2.2580], [3.2964, 5.1819, -0.0921], [1.5833, 5.4995, 0.3109], [2.3916, 4.0645, 0.9672], [0.0583, 3.2642, -0.2349], [-0.7016, 0.3893, -2.2041], [-1.2008, 1.5445, -0.9452], [-1.6100, 1.8418, -2.6542], [-2.0726, 0.5388, -5.9625], [-3.9431, 2.1390, -6.3515], [-3.5738, 4.5860, -5.9338], [-1.3931, 5.3962, -4.9488], [0.4984, 3.7932, -4.7040], [2.8687, 0.4886, -8.8454], [1.3737, 0.5309, -7.8612], [2.9304, 1.0504, -7.1668], [3.8731, -1.4707, -9.2024], [4.8626, -5.0256, -8.3606], [3.7418, -4.6438, -9.6668], [5.2287, -3.6923, -9.4956], [3.3465, -4.8295, -6.5660], [1.2475, -4.6677, -5.2588], [2.4468, -4.0697, -4.1474], [0.9647, -3.1304, -4.3856], [4.9383, -0.1488, -0.9539], [4.8829, -0.1876, -2.7232], [4.4890, 1.3121, -1.7692], [0.3168, -1.2234, -1.1969], [0.3757, -2.7227, 0.8288], [1.1514, -1.5501, 2.9563], [2.7002, 0.4026, 2.7412], [3.5430, 1.0666, 0.5189], [4.2457, 3.5770, -4.2722], [3.9435, 1.8403, -4.5070], [2.9588, 3.0747, -5.3567], [3.5127, 4.6133, -2.3751]]}

***

No. 2
{"formula": "C58H63N6O7P2S2Zr", "method": "ωB97M-V/def2-TZVPD", "mol_weight_g_mol": 1173.5, "largest_force_ev_per_a": 6.5, "homo_energy_ha": -0.1175, "e_tot_ha": -4629.37635, "de_lowest_kcal_mol": 44.0, "lumo_ev": 1.92, "spin_multiplicity": 1, "charge": -1, "elements": ["Zr", "C", "S", "C", "C", "C", "N", "P", "C", "C", "C", "C", "C", "C", "C", "C", "C", "C", "C", "C", "P", "C", "C", "C", "C", "C", "C", "C", "C", "C", "C", "C", "C", "H", "H", "H", "H", "H", "H", "H", "H", "H", "H", "H", "H", "H", "H", "H", "H", "H", "H", "H", "H", "H", "H", "H", "H", "H", "H", "H", "H", "H", "C", "C", "C", "O", "C", "O", "O", "H", "H", "H", "H", "H", "H", "H", "C", "C", "C", "C", "C", "C", "C", "S", "O", "O", "N", "C", "C", "C", "C", "C", "C", "C", "C", "N", "C", "H", "H", "H", "H", "H", "H", "H", "H", "H", "H", "H", "H", "H", "O", "N", "N", "O", "C", "C", "C", "C", "C", "C", "H", "H", "H", "H", "H", "C", "C", "C", "C", "N", "H", "H", "H", "H", "H", "H", "H", "H", "H"], "positions_angstrom": [[0.9336, 0.8605, -0.7634], [-4.6368, -6.1122, 2.0326], [-5.5624, -5.5156, 0.5891], [-4.2396, -4.6085, -0.2677], [-3.8852, -3.2805, 0.3829], [-2.6889, -2.6559, -0.3447], [-2.2287, -1.4144, 0.2811], [-2.4683, 0.0495, -0.7067], [-4.2964, -0.1989, -1.0427], [-4.7601, -0.3267, -2.3472], [-6.1113, -0.5170, -2.6103], [-7.0203, -0.5702, -1.5679], [-6.5735, -0.4280, -0.2612], [-5.2253, -0.2509, -0.0037], [-2.8202, 1.3174, 0.5794], [-2.8269, 1.1249, 1.9501], [-3.1493, 2.1725, 2.8023], [-3.4834, 3.4125, 2.2897], [-3.4979, 3.6106, 0.9149], [-3.1716, 2.5670, 0.0708], [-0.6094, -1.2396, 0.9602], [-1.0510, -1.7968, 2.6965], [-1.5042, -3.0847, 2.9655], [-1.9026, -3.4479, 4.2412], [-1.8437, -2.5235, 5.2761], [-1.3447, -1.2543, 5.0331], [-0.9368, -0.8985, 3.7548], [0.4734, -2.7461, 0.7634], [0.4776, -3.7769, -0.1695], [1.4517, -4.7678, -0.1392], [2.4389, -4.7540, 0.8282], [2.4587, -3.7235, 1.7581], [1.4978, -2.7334, 1.7186], [-5.3035, -6.7800, 2.5726], [-4.3523, -5.2784, 2.6713], [-3.7554, -6.6576, 1.6986], [-4.6167, -4.4542, -1.2801], [-3.3731, -5.2732, -0.3155], [-3.6215, -3.4228, 1.4313], [-4.7432, -2.6138, 0.3364], [-2.9743, -2.4779, -1.3881], [-1.8899, -3.3938, -0.3490], [-4.0609, -0.2741, -3.1728], [-6.4542, -0.6170, -3.6324], [-8.0727, -0.7227, -1.7699], [-7.2796, -0.4498, 0.5591], [-4.8796, -0.1489, 1.0156], [-2.6185, 0.1481, 2.3557], [-3.1370, 2.0164, 3.8750], [-3.7407, 4.2271, 2.9543], [-3.7643, 4.5785, 0.5086], [-3.1932, 2.7089, -1.0048], [-1.5308, -3.8182, 2.1687], [-2.2657, -4.4506, 4.4313], [-2.1748, -2.7991, 6.2694], [-1.2851, -0.5327, 5.8387], [-0.5253, 0.0846, 3.5581], [-0.2562, -3.8351, -0.9594], [1.4320, -5.5497, -0.8884], [3.1915, -5.5319, 0.8512], [3.2330, -3.6817, 2.5128], [1.5429, -1.9177, 2.4279], [0.1932, 5.3725, -0.8876], [1.1276, 4.3049, -0.3149], [2.2683, 4.9683, 0.4570], [1.6510, 3.5343, -1.3970], [0.2358, 3.3856, 0.5762], [-0.0418, 3.7519, 1.7122], [-0.2103, 2.3421, -0.0163], [0.6919, 5.9053, -1.6978], [-0.0821, 6.0770, -0.1040], [-0.7109, 4.9140, -1.2826], [2.7854, 5.6706, -0.1988], [2.9809, 4.2178, 0.7940], [1.8876, 5.5062, 1.3241], [2.3345, 2.9460, -1.0204], [4.5299, 4.4747, 6.3162], [3.9493, 3.5619, 5.2711], [2.9121, 3.9998, 4.4519], [2.4125, 3.2084, 3.4301], [2.9760, 1.9641, 3.1941], [3.9738, 1.4903, 4.0342], [4.4437, 2.2766, 5.0752], [2.5988, 0.9879, 1.7225], [1.1500, 0.8185, 1.6340], [3.3701, -0.2156, 1.8980], [2.9692, 1.8269, 0.4246], [4.2548, 1.5931, -0.0778], [5.4064, 1.6766, 0.6768], [6.6522, 1.3383, 0.1309], [6.7516, 0.8640, -1.1490], [5.5944, 0.7198, -1.9393], [5.5932, 0.0990, -3.2090], [4.4007, -0.1038, -3.8413], [3.2219, 0.4077, -3.2734], [3.1894, 1.0675, -2.1373], [4.3447, 1.1495, -1.4294], [3.7495, 5.0296, 6.8356], [5.1951, 5.2016, 5.8463], [5.1049, 3.9171, 7.0537], [2.4918, 4.9871, 4.6018], [1.5824, 3.5537, 2.8290], [4.3717, 0.5026, 3.8454], [5.2202, 1.8915, 5.7256], [5.3318, 1.9877, 1.7097], [7.5382, 1.4338, 0.7464], [7.7063, 0.5522, -1.5554], [6.5265, -0.2369, -3.6451], [4.3446, -0.6407, -4.7787], [2.2661, 0.3250, -3.7747], [2.2328, -0.7191, -0.6605], [2.1053, -1.5326, -1.6820], [0.8758, -1.6190, -2.0631], [-0.0676, -0.9314, -1.4539], [0.4914, -2.4979, -3.0753], [-0.8363, -2.4928, -3.5033], [-1.2531, -3.3788, -4.4760], [-0.3635, -4.2948, -5.0213], [0.9521, -4.3171, -4.5727], [1.3878, -3.4265, -3.6122], [-1.5197, -1.7914, -3.0494], [-2.2838, -3.3590, -4.8046], [-0.6991, -4.9917, -5.7766], [1.6397, -5.0497, -4.9746], [2.3989, -3.4393, -3.2333], [-1.6271, 1.0292, -4.1171], [-0.3262, 1.7812, -3.7397], [-0.7435, 3.2378, -3.4430], [0.5748, 1.7846, -5.0028], [0.3716, 1.1898, -2.6572], [-2.1109, 1.5051, -4.9760], [-2.3060, 1.0604, -3.2682], [-1.4138, -0.0099, -4.3673], [-1.2703, 3.6806, -4.2943], [0.1448, 3.8216, -3.2204], [-1.4024, 3.2371, -2.5743], [0.0908, 2.2987, -5.8385], [0.7877, 0.7560, -5.3045], [1.5107, 2.2915, -4.7652]]}

***

No. 3
{"formula": "C58H64InN4O2P2S", "method": "ωB97M-V/def2-TZVPD", "mol_weight_g_mol": 1058.0, "largest_force_ev_per_a": 0.5, "homo_energy_ha": -0.1827, "e_tot_ha": -3889.18432, "lumo_ev": 2.40, "spin_multiplicity": 1, "charge": -1, "elements": ["In", "N", "C", "C", "C", "C", "C", "C", "C", "C", "C", "C", "C", "C", "H", "H", "H", "H", "H", "H", "H", "H", "H", "H", "C", "C", "C", "C", "C", "C", "C", "S", "O", "O", "N", "C", "C", "C", "C", "C", "C", "C", "C", "N", "C", "H", "H", "H", "H", "H", "H", "H", "H", "H", "H", "H", "H", "H", "C", "C", "C", "C", "C", "C", "P", "C", "C", "C", "C", "C", "C", "C", "C", "C", "C", "C", "C", "H", "H", "H", "H", "H", "H", "H", "H", "H", "H", "H", "H", "H", "H", "C", "C", "C", "C", "P", "N", "C", "C", "C", "C", "C", "C", "C", "C", "H", "H", "H", "H", "H", "H", "H", "H", "H", "H", "H", "H", "H", "H", "H", "H", "H", "H", "H", "H", "H", "H", "H", "H", "H", "H", "H"], "positions_angstrom": [[-0.0165, -0.1653, 0.2021], [-2.0842, 1.3618, 1.8719], [-2.3186, 2.7238, 1.6830], [-2.9978, 3.4468, 2.6715], [-3.0909, 4.8238, 2.6367], [-2.4707, 5.5147, 1.6043], [-1.8822, 4.7952, 0.5781], [-1.8557, 3.3945, 0.5336], [-1.4784, 2.7660, -0.7817], [-2.0010, 3.4773, -1.8785], [-1.7371, 3.1388, -3.1943], [-0.9354, 2.0392, -3.4454], [-0.4800, 1.2896, -2.3693], [-0.7351, 1.5893, -1.0203], [-1.0716, 1.1950, 1.9531], [-2.5306, 1.0221, 2.7135], [-3.4042, 2.8954, 3.5138], [-3.6014, 5.3540, 3.4318], [-2.4621, 6.5971, 1.5851], [-1.4305, 5.3373, -0.2434], [-2.6587, 4.3174, -1.6926], [-2.1628, 3.7238, -4.0012], [-0.6983, 1.7393, -4.4609], [0.0777, 0.3906, -2.6072], [0.0117, -1.9065, 8.1172], [-0.1434, -2.1357, 6.6376], [0.5500, -3.1624, 5.9981], [0.4505, -3.3441, 4.6307], [-0.3487, -2.4898, 3.8806], [-1.0555, -1.4757, 4.4985], [-0.9525, -1.3054, 5.8726], [-0.3907, -2.7395, 2.1199], [-0.8717, -4.0897, 1.9398], [0.9493, -2.4557, 1.6583], [-1.3454, -1.6315, 1.4891], [-2.7266, -1.8049, 1.5417], [-3.4038, -2.5634, 2.4771], [-4.8109, -2.6133, 2.5094], [-5.5703, -1.9187, 1.6151], [-4.9230, -1.1661, 0.6079], [-5.6340, -0.4545, -0.3854], [-4.9522, 0.2029, -1.3635], [-3.5415, 0.1477, -1.3582], [-2.8527, -0.4809, -0.4444], [-3.5123, -1.1238, 0.5490], [0.2789, -2.8283, 8.6344], [-0.9090, -1.5209, 8.5558], [0.8010, -1.1763, 8.3126], [1.1841, -3.8207, 6.5816], [1.0002, -4.1327, 4.1325], [-1.6685, -0.8118, 3.9035], [-1.4983, -0.5003, 6.3522], [-2.8523, -3.1390, 3.2050], [-5.2885, -3.2159, 3.2730], [-6.6529, -1.9460, 1.6497], [-6.7181, -0.4512, -0.3551], [-5.4639, 0.7572, -2.1391], [-2.9748, 0.6485, -2.1353], [6.2604, -2.6153, -0.1233], [5.0006, -3.1916, -0.0705], [3.9166, -2.5753, -0.6835], [4.0817, -1.3653, -1.3522], [5.3489, -0.7773, -1.3731], [6.4332, -1.4016, -0.7780], [2.6673, -0.4306, -2.0470], [3.1906, -0.1495, -3.7872], [4.2355, -0.7912, -4.4452], [4.5131, -0.5080, -5.7773], [3.7462, 0.4152, -6.4719], [2.7008, 1.0626, -5.8252], [2.4337, 0.7887, -4.4934], [1.4054, -1.7286, -2.2438], [1.4903, -2.6892, -3.2553], [0.5307, -3.6802, -3.3569], [-0.5071, -3.7156, -2.4335], [-0.5860, -2.7589, -1.4335], [0.3566, -1.7316, -1.3154], [7.1026, -3.1009, 0.3542], [4.8502, -4.1246, 0.4584], [2.9343, -3.0256, -0.6137], [5.4852, 0.1833, -1.8597], [7.4099, -0.9341, -0.8117], [4.8326, -1.5268, -3.9208], [5.3294, -1.0186, -6.2740], [3.9628, 0.6324, -7.5106], [2.0978, 1.7887, -6.3564], [1.6273, 1.3091, -3.9865], [2.3075, -2.6579, -3.9669], [0.5911, -4.4202, -4.1463], [-1.2608, -4.4926, -2.4947], [-1.4026, -2.8176, -0.7257], [0.5848, 3.8701, 3.3522], [1.2993, 2.6507, 3.9510], [2.2887, 3.1809, 4.9957], [0.2317, 1.7934, 4.6657], [2.0167, 1.6105, 2.5183], [0.8844, 0.8280, 1.8184], [2.9489, 2.8146, 1.3777], [1.9323, 3.4658, 0.4284], [3.8928, 1.9881, 0.4937], [3.7857, 3.9074, 2.0520], [3.3215, 0.4558, 3.2844], [4.6338, 1.0764, 3.7762], [2.6436, -0.2603, 4.4614], [3.6532, -0.6401, 2.2609], [-0.0481, 4.3222, 4.1206], [-0.0569, 3.6002, 2.5173], [1.2831, 4.6354, 3.0174], [1.7342, 3.8130, 5.6983], [3.0751, 3.7949, 4.5584], [2.7549, 2.3875, 5.5765], [-0.6375, 2.4102, 4.9127], [0.6101, 1.3664, 5.5950], [-0.1041, 0.9758, 4.0308], [1.2444, 2.7236, 0.0248], [2.4720, 3.9183, -0.4100], [1.3458, 4.2486, 0.9049], [3.3812, 1.1342, 0.0537], [4.7699, 1.6364, 1.0347], [4.2442, 2.6222, -0.3268], [3.1758, 4.6515, 2.5609], [4.3511, 4.4328, 1.2743], [4.5076, 3.5084, 2.7632], [4.4938, 1.9113, 4.4599], [5.2628, 1.4132, 2.9524], [5.1972, 0.3053, 4.3137], [2.4447, 0.3924, 5.3086], [3.3048, -1.0598, 4.8096], [1.7067, -0.7135, 4.1424], [4.4009, -0.3234, 1.5379], [2.7614, -0.9682, 1.7347], [4.0568, -1.5110, 2.7879]]}